C37H61NO27 | wB97M-V/def2-TZVPD

Results
E_HOMO (Ha): -0.3620
Gap between HOMO and LUMO (eV): 9.86
Charge: 0
Energy relative to the best compared isomer or geometry (same formula, charge and spin) (eV): 4.368
SMILES: C[C@H]1COC(=O)O1.C[C@H]1COC(=O)O1.C[C@H]1COC(=O)O1.C[C@H]1COC(=O)O1.C[C@H]1COC(=O)O1.C[C@H]1COC(=O)O1.COC(=O)OC.COC(=O)OC.COC(=O)OC.CCCC#N

Bonds (Å) are listed after each position.
Geometry (Å):
1 O 5.88243 -1.44070 26.05404  C29 1.382, C55 1.301
2 O 0.41689 -1.38299 23.12613  C32 1.399, C50 1.275
3 O 2.21749 -0.25131 23.75059  C37 1.412, C50 1.297
4 O -1.46070 -6.33576 24.10623  C36 1.324, C51 1.438
5 O 2.40296 -4.52877 26.15828  C31 1.474, C54 1.366
6 O 7.04024 -3.28765 25.13345  C55 1.420
7 O -2.40226 0.68983 27.75874  C43 1.446, C49 1.337
8 O -0.43841 1.25643 21.95824  C63 1.169
9 O 4.16946 0.29565 28.64305  C53 1.239
10 O -2.07359 -5.36821 26.10213  C35 1.455, C36 1.320
11 O 4.82814 -2.54331 24.34964  C55 1.388, C60 1.391
12 O 8.36694 -9.78850 23.59682  C40 1.244
13 O 1.16250 -7.84276 23.87034  C46 1.386, C57 1.368
14 O 9.07182 -8.55870 25.31153  C40 1.274, C62 1.403
15 O -2.92373 -4.37247 24.09754  C36 1.480
16 O 1.29531 -5.57976 23.74163  C57 1.212
17 O -1.65485 1.89779 23.71472  C44 1.427, C63 1.335
18 O 4.03262 1.48685 26.67581  C34 1.417, C53 1.362
19 O -2.23700 0.22191 22.53891  C63 1.267, C64 1.365
20 O 7.56722 -7.78695 24.01384  C40 1.273, C45 1.382
21 O -2.94703 -1.43580 28.21669  C49 1.221
22 O -0.87595 -0.79937 27.57946  C49 1.287, C61 1.439
23 O 3.17274 -3.47550 27.89388  C52 1.409, C54 1.302
24 O 3.16012 -6.95703 23.55687  C48 1.371, C57 1.366
25 O 5.68046 1.92618 27.97867  C53 1.327, C59 1.387
26 O 3.91325 -5.61026 27.60878  C54 1.275
27 O 2.45260 -1.81758 21.98876  C50 1.443
28 N -2.46916 -8.79297 26.76224  C58 1.150
29 C 6.34218 -1.77336 27.31452  O1 1.382, H93 1.068, H112 1.104, H124 1.071
30 C -0.10998 -7.61097 26.95192  C39 1.577, C58 1.497, H76 1.132, H81 1.117
31 C 1.75680 -3.21123 26.01924  O5 1.474, C47 1.486, C52 1.530, H103 1.087
32 C -0.20422 -2.53907 22.64170  O2 1.399, H68 1.049, H86 1.091, H91 1.063
33 C 1.46938 -9.86412 22.88766  C46 1.519, H74 1.096, H75 1.046, H83 1.104
34 C 4.62729 2.62816 26.08227  O18 1.417, C59 1.494, H72 1.068, H117 1.072
35 C -3.03024 -4.43549 26.67806  O10 1.455, H106 1.109, H115 1.080, H119 1.088
36 C -2.11938 -5.40810 24.78398  O4 1.324, O10 1.320, O15 1.480
37 C 3.56961 0.13107 23.61250  O3 1.412, H70 1.117, H79 1.152, H114 1.105
38 C -3.13804 -1.01691 24.28778  C64 1.474, H87 1.069, H95 1.068, H126 1.091
39 C 0.93109 -8.74634 27.29038  C30 1.577, C65 1.502, H111 1.095, H122 1.015
40 C 8.30030 -8.78107 24.32299  O12 1.244, O14 1.274, O20 1.273
41 C 0.38685 0.44570 25.97493  C61 1.575, H67 1.038, H89 1.106, H113 1.172
42 C 7.09278 2.11395 25.92804  C59 1.597, H66 1.091, H71 1.121, H120 1.054
43 C -1.19738 1.47866 27.63016  O7 1.446, C61 1.451, H80 1.074, H116 1.102
44 C -2.85117 1.47691 24.36887  O17 1.427, C64 1.559, H77 1.065, H90 1.088
45 C 7.74042 -6.73328 24.89172  O20 1.382, C56 1.532, C62 1.521, H108 1.111
46 C 2.03459 -8.91787 23.93286  O13 1.386, C33 1.519, C48 1.504, H101 1.116
47 C 0.31070 -3.51300 26.17864  C31 1.486, H97 1.048, H98 1.055, H107 1.081
48 C 3.36401 -8.31228 23.57516  O24 1.371, C46 1.504, H94 1.107, H123 1.033
49 C -2.11588 -0.61111 27.86917  O7 1.337, O21 1.221, O22 1.287
50 C 1.65787 -1.12954 22.97796  O2 1.275, O3 1.297, O27 1.443
51 C -1.50989 -6.41965 22.67180  O4 1.438, H82 1.101, H84 1.090, H99 1.063
52 C 2.33950 -2.53205 27.26085  O23 1.409, C31 1.530, H92 1.076, H118 1.025
53 C 4.61984 1.13782 27.85451  O9 1.239, O18 1.362, O25 1.327
54 C 3.25910 -4.58679 27.22150  O5 1.366, O23 1.302, O26 1.275
55 C 5.93624 -2.39551 25.17165  O1 1.301, O6 1.420, O11 1.388
56 C 6.37712 -6.58493 25.57514  C45 1.532, H96 1.126, H100 1.090, H125 1.128
57 C 1.82994 -6.66528 23.66906  O13 1.368, O16 1.212, O24 1.366
58 C -1.46077 -8.24363 26.81942  N28 1.150, C30 1.497
59 C 5.91304 2.68364 26.84051  O25 1.387, C34 1.494, C42 1.597, H104 1.048
60 C 4.74557 -3.68294 23.55590  O11 1.391, H85 1.039, H88 1.097, H109 1.068
61 C -0.18590 0.45548 27.44239  O22 1.439, C41 1.575, C43 1.451, H121 1.047
62 C 8.97155 -7.20160 25.65235  O14 1.403, C45 1.521, H73 1.105, H110 1.124
63 C -1.34675 1.11199 22.68013  O8 1.169, O17 1.335, O19 1.267
64 C -3.20262 0.22937 23.50322  O19 1.365, C38 1.474, C44 1.559, H105 1.055
65 C 2.31366 -8.17851 27.13953  C39 1.502, H69 1.105, H78 1.062, H102 1.083
66 H 7.26790 2.80206 25.10033  C42 1.091
67 H 1.07455 -0.32274 25.85448  C41 1.038
68 H 0.33205 -3.29582 22.15146  C32 1.049
69 H 3.09864 -8.95194 27.21975  C65 1.105
70 H 4.04187 -0.49315 22.81576  C37 1.117
71 H 6.78673 1.07787 25.62865  C42 1.121
72 H 4.65877 2.56431 25.01697  C34 1.068
73 H 9.91704 -6.64097 25.53689  C62 1.105
74 H 0.43224 -9.93027 23.23576  C33 1.096
75 H 1.29923 -9.23165 22.07212  C33 1.046
76 H -0.10479 -6.88062 27.81674  C30 1.132
77 H -2.83740 1.37384 25.42890  C44 1.065
78 H 2.37350 -7.68422 26.20172  C65 1.062
79 H 3.99374 -0.16002 24.64317  C37 1.152
80 H -0.88552 2.05909 28.47811  C43 1.074
81 H 0.14514 -7.07061 26.00766  C30 1.117
82 H -2.57975 -6.55820 22.45416  C51 1.101
83 H 1.84114 -10.83920 22.52744  C33 1.104
84 H -1.04286 -7.36684 22.40048  C51 1.090
85 H 5.59447 -4.20373 23.25881  C60 1.039
86 H -0.74670 -2.22757 21.74825  C32 1.091
87 H -2.24016 -1.49110 24.62159  C38 1.069
88 H 4.06634 -4.45556 23.93635  C60 1.097
89 H 0.97261 1.38036 25.89177  C41 1.106
90 H -3.46194 2.33304 24.09076  C44 1.088
91 H -0.87307 -2.83314 23.41341  C32 1.063
92 H 1.61367 -2.15970 27.96269  C52 1.076
93 H 6.63938 -0.94406 27.91896  C29 1.068
94 H 3.50619 -8.47501 22.48931  C48 1.107
95 H -3.77666 -0.75880 25.10346  C38 1.068
96 H 6.16694 -7.52410 26.15939  C56 1.126
97 H 0.02103 -4.00485 25.29945  C47 1.048
98 H -0.17059 -2.57395 26.16048  C47 1.055
99 H -1.05891 -5.53218 22.29796  C51 1.063
100 H 5.53544 -6.30212 24.94251  C56 1.090
101 H 2.12742 -9.34364 24.95999  C46 1.116
102 H 2.47893 -7.40715 27.88140  C65 1.083
103 H 2.06306 -2.69251 25.11485  C31 1.087
104 H 6.07179 3.66967 27.15869  C59 1.048
105 H -4.15730 0.36546 23.07586  C64 1.055
106 H -2.72396 -3.39586 26.44321  C35 1.109
107 H 0.02157 -4.06523 27.06222  C47 1.081
108 H 7.93698 -5.75715 24.39913  C45 1.111
109 H 4.39622 -3.25877 22.64021  C60 1.068
110 H 8.73619 -7.09353 26.74633  C62 1.124
111 H 0.87511 -9.48820 26.48640  C39 1.095
112 H 5.52407 -2.20965 27.91463  C29 1.104
113 H -0.52091 0.22750 25.26623  C41 1.172
114 H 3.62394 1.23103 23.52534  C37 1.105
115 H -4.05642 -4.49956 26.34817  C35 1.080
116 H -1.27886 2.17562 26.78023  C43 1.102
117 H 3.91768 3.40454 26.28917  C34 1.072
118 H 2.86513 -1.65891 27.15530  C52 1.025
119 H -2.98873 -4.64371 27.74522  C35 1.088
120 H 7.95483 1.99021 26.52137  C42 1.054
121 H 0.52839 0.58953 28.19675  C61 1.047
122 H 0.84407 -9.33140 28.11514  C39 1.015
123 H 4.10615 -8.76715 24.13227  C48 1.033
124 H 6.98483 -2.60869 27.50678  C29 1.071
125 H 6.32133 -5.75415 26.33667  C56 1.128
126 H -3.65641 -1.82429 23.76761  C38 1.091

C37H63ClN2O15 | wB97M-V/def2-TZVPD

Results
E_HOMO (Ha): -0.3322
Gap between HOMO and LUMO (eV): 7.99
Charge: 0
SMILES: CCN1C(=O)c2c(Cl)cc(ON=O)c(COc3ccccc3)c2C1=O.COCCOC.COCCOC.COCCOC.COCCOC.COCCOC

Bonds (Å) are listed after each position.
Geometry (Å):
1 Cl 1.49743 5.42680 -1.52917  C50 1.741
2 O 3.73723 -3.57804 3.17178  C34 1.416, C42 1.417
3 O 1.35803 0.34495 -1.36039  N18 1.458, C19 1.383
4 O 0.20069 6.25846 1.16762  C22 1.208
5 O 0.68483 -8.63000 5.72956  C33 1.420, C49 1.417
6 O 3.20091 -6.37223 2.41495  C37 1.419, C41 1.421
7 O -3.04273 2.21693 -3.14567  C20 1.419, C31 1.422
8 O 4.81711 8.13090 -0.20411  C30 1.420, C39 1.419
9 O -3.91379 2.59168 -5.92668  C38 1.421, C47 1.418
10 O -4.74780 -2.73177 -5.67098  C23 1.421, C29 1.418
11 O 0.98264 -0.67699 1.44637  C24 1.374, C55 1.425
12 O -1.33295 -10.76690 5.69295  C28 1.420, C32 1.418
13 O -5.62899 -2.35342 -8.44799  C40 1.420, C44 1.418
14 O -0.89786 2.37038 3.27558  C21 1.210
15 O 1.28280 0.44716 -3.49218  N18 1.157
16 O 3.70770 10.81899 -0.63746  C25 1.420, C51 1.417
17 N -0.81552 4.48972 2.36132  C21 1.413, C22 1.401, C43 1.465
18 N 0.58293 0.24992 -2.59183  O3 1.458, O15 1.157
19 C 1.01181 1.52998 -0.73763  O3 1.383, C45 1.377, C48 1.387
20 C -3.35289 0.83968 -3.28967  O7 1.419, H67 1.089, H68 1.092, H107 1.095
21 C -0.60772 3.09236 2.34832  O14 1.210, N17 1.413, C26 1.521
22 C -0.07748 5.09478 1.33571  O4 1.208, N17 1.401, C53 1.522
23 C -3.92194 -2.24786 -6.72129  O10 1.421, C40 1.516, H80 1.094, H104 1.095
24 C 1.88617 -0.15621 2.34130  O11 1.374, C35 1.423, C54 1.376
25 C 4.38279 10.05383 -1.62469  O16 1.420, C39 1.516, H81 1.094, H95 1.094
26 C 0.06608 2.72771 1.03446  C21 1.521, C48 1.368, C53 1.394
27 C 2.71338 0.16279 4.58979  C35 1.369, C46 1.376, H118 1.087
28 C -0.66559 -10.30575 6.85841  O12 1.420, C33 1.516, H57 1.094, H101 1.094
29 C -5.06664 -4.10645 -5.80657  O10 1.418, H72 1.095, H97 1.092, H117 1.089
30 C 3.89574 7.97811 0.86602  O8 1.420, H59 1.095, H63 1.089, H88 1.092
31 C -2.21515 2.70546 -4.19388  O7 1.422, C38 1.515, H73 1.095, H96 1.095
32 C -0.48172 -11.48733 4.81697  O12 1.418, H90 1.092, H98 1.095, H105 1.089
33 C -0.28515 -8.84304 6.74472  O5 1.420, C28 1.516, H74 1.094, H108 1.094
34 C 5.08068 -3.77656 2.77035  O2 1.416, H66 1.096, H70 1.092, H106 1.090
35 C 1.76910 -0.35772 3.74547  C24 1.423, C27 1.369, H84 1.087
36 C -3.01971 5.24032 1.39589  C43 1.540, H58 1.094, H113 1.095, H114 1.098
37 C 3.70334 -6.76246 3.68330  O6 1.419, H65 1.095, H89 1.092, H99 1.089
38 C -3.01903 3.45387 -5.23791  O9 1.421, C31 1.515, H60 1.094, H110 1.094
39 C 4.19841 8.56524 -1.40517  O8 1.419, C25 1.516, H92 1.095, H109 1.095
40 C -4.72759 -1.49634 -7.76207  O13 1.420, C23 1.516, H56 1.094, H87 1.094
41 C 2.21517 -5.35267 2.50206  O6 1.421, C42 1.515, H62 1.095, H85 1.095
42 C 2.79281 -3.98562 2.19664  O2 1.417, C41 1.515, H69 1.095, H75 1.095
43 C -2.16580 4.98021 2.65038  N17 1.465, C36 1.540, H82 1.096, H86 1.093
44 C -6.95699 -2.26261 -7.96064  O13 1.418, H91 1.092, H94 1.089, H111 1.095
45 C 1.36483 2.72548 -1.32170  C19 1.377, C50 1.374, H103 1.087
46 C 3.77649 0.90748 4.13193  C27 1.376, C52 1.368, H116 1.086
47 C -5.24490 2.67580 -5.44466  O9 1.418, H93 1.092, H112 1.090, H115 1.095
48 C 0.33876 1.50907 0.47493  C19 1.387, C26 1.368, C55 1.519
49 C 0.12463 -8.14441 4.52140  O5 1.417, H61 1.096, H79 1.092, H102 1.090
50 C 1.05022 3.93460 -0.75069  Cl1 1.741, C45 1.374, C53 1.369
51 C 4.57048 11.28900 0.38385  O16 1.417, H77 1.092, H78 1.095, H100 1.089
52 C 3.89875 1.12229 2.78645  C46 1.368, C54 1.376, H83 1.086
53 C 0.38853 3.94970 0.44727  C22 1.522, C26 1.394, C50 1.369
54 C 2.97061 0.58167 1.92570  C24 1.376, C52 1.376, H71 1.090
55 C -0.08438 0.22624 1.16972  O11 1.425, C48 1.519, H64 1.098, H76 1.094
56 H -4.04009 -1.09112 -8.51055  C40 1.094
57 H 0.21536 -10.91972 7.06917  C28 1.094
58 H -2.79842 6.19867 0.91735  C36 1.094
59 H 3.32606 7.05161 0.73919  C30 1.095
60 H -3.55795 4.29162 -4.78515  C38 1.094
61 H -0.10245 -7.07693 4.61850  C49 1.096
62 H 1.73602 -5.36018 3.48636  C41 1.095
63 H 4.46698 7.91295 1.79143  C30 1.089
64 H -0.78963 -0.28256 0.49944  C55 1.098
65 H 2.97714 -7.40926 4.18616  C37 1.095
66 H 5.37976 -2.99799 2.06005  C34 1.096
67 H -4.19340 0.60894 -2.63636  C20 1.089
68 H -3.63193 0.58925 -4.31532  C20 1.092
69 H 3.24225 -3.97575 1.19841  C42 1.095
70 H 5.23052 -4.75937 2.31759  C34 1.092
71 H 3.03552 0.74508 0.85047  C54 1.090
72 H -4.21306 -4.72275 -5.50507  C29 1.095
73 H -1.64872 1.88945 -4.65411  C31 1.095
74 H 0.16504 -8.52393 7.68970  C33 1.094
75 H 1.99540 -3.23596 2.21698  C42 1.095
76 H -0.63311 0.45280 2.08862  C55 1.094
77 H 5.25281 10.51029 0.73129  C51 1.092
78 H 5.14876 12.14665 0.02358  C51 1.095
79 H -0.78229 -8.68531 4.24303  C49 1.092
80 H -3.35994 -3.06583 -7.18214  C23 1.094
81 H 5.44630 10.31027 -1.65416  C25 1.094
82 H -2.66363 4.18315 3.21343  C43 1.096
83 H 4.70727 1.71394 2.36664  C52 1.086
84 H 0.95060 -0.90899 4.20085  C35 1.087
85 H 1.45045 -5.58371 1.75352  C41 1.095
86 H -2.18688 5.86629 3.29037  C43 1.093
87 H -5.26132 -0.65642 -7.30663  C40 1.094
88 H 3.20623 8.82148 0.93560  C30 1.092
89 H 3.92870 -5.90321 4.31823  C37 1.092
90 H 0.47857 -10.98711 4.67637  C32 1.092
91 H -6.99390 -2.27117 -6.86930  C44 1.092
92 H 4.68305 8.02819 -2.22698  C39 1.095
93 H -5.28617 2.66763 -4.35368  C47 1.092
94 H -7.51112 -3.12108 -8.33814  C44 1.089
95 H 3.94485 10.32202 -2.59121  C25 1.094
96 H -1.49847 3.39810 -3.73999  C31 1.095
97 H -5.35429 -4.35901 -6.82931  C29 1.092
98 H -0.31411 -12.49724 5.20654  C32 1.095
99 H 4.61976 -7.32935 3.52298  C37 1.089
100 H 3.95330 11.61046 1.22196  C51 1.089
101 H -1.36358 -10.42146 7.69340  C28 1.094
102 H 0.86320 -8.27458 3.73070  C49 1.090
103 H 1.88682 2.68918 -2.27414  C45 1.087
104 H -3.20184 -1.55778 -6.27034  C23 1.095
105 H -0.98262 -11.56466 3.85288  C32 1.089
106 H 5.70992 -3.70161 3.65668  C34 1.090
107 H -2.49414 0.23189 -2.98474  C20 1.095
108 H -1.17187 -8.22630 6.56932  C33 1.094
109 H 3.13640 8.30008 -1.41044  C39 1.095
110 H -2.33006 3.86132 -5.98420  C38 1.094
111 H -7.43013 -1.34830 -8.33514  C44 1.095
112 H -5.79297 1.81379 -5.82362  C47 1.090
113 H -2.97603 4.39375 0.70274  C36 1.095
114 H -4.06178 5.31860 1.73354  C36 1.098
115 H -5.72128 3.58709 -5.82178  C47 1.095
116 H 4.51517 1.34331 4.79821  C46 1.086
117 H -5.90505 -4.32278 -5.14545  C29 1.089
118 H 2.62124 -0.01365 5.65856  C27 1.087